Molecular formula: C22H29FN4O5
Method: DFT, ωB97M-V with the def2-TZVPD basis set

The geometry in XYZ format:
```
61
Properties=species:S:1:pos:R:3:forces:R:3:lowdin_charge:R:1
F -0.014 0.822 3.301 0.59 -2.84 -0.96 -0.151
O 2.851 1.725 2.831 5.27 0.29 -6.90 -0.002
O 1.463 0.846 -1.329 2.64 2.82 -0.26 -0.055
O 3.801 0.912 -1.346 -4.49 2.11 0.66 0.007
O 5.307 -0.049 3.055 -1.61 -0.24 -8.48 -0.051
O 2.675 2.952 -2.176 -0.92 -8.80 3.28 0.042
N 4.296 0.834 0.931 -0.75 -2.86 2.42 0.044
N -3.218 0.531 -1.620 -0.03 -0.10 0.03 0.008
N -1.706 2.427 5.455 -0.05 0.01 0.10 0.006
N -3.267 -3.953 -5.685 -0.02 0.01 -0.02 0.001
C -0.401 -0.659 1.248 0.83 0.12 -0.03 -0.159
C -2.741 3.727 6.932 0.34 -0.01 0.17 -0.122
C 3.360 0.236 -0.081 0.72 -1.66 -1.43 -0.175
C -2.665 -4.932 -6.431 0.08 -0.10 -0.04 -0.146
C 2.614 1.714 -1.679 1.01 3.71 -1.81 -0.247
C -3.667 3.360 5.926 -0.12 -0.18 -0.31 -0.123
C -1.539 3.133 6.618 -0.03 0.02 -0.04 -0.141
C 1.741 0.344 0.058 -1.27 0.80 -1.64 -0.169
C -2.838 -2.725 -6.117 0.05 0.13 -0.03 -0.151
C 3.996 3.489 1.374 -0.29 -0.98 -1.51 -0.013
C -3.923 -1.228 -2.782 -0.30 0.16 0.17 -0.122
C 3.677 1.909 1.787 -3.78 1.77 5.36 -0.252
C -3.002 2.555 5.029 0.03 0.03 0.00 -0.148
C -1.835 -4.322 -7.344 -0.12 -0.39 0.11 -0.118
C -2.102 -0.078 -2.133 0.08 -0.02 -0.01 -0.143
C -1.944 -2.925 -7.145 -0.18 0.30 0.21 -0.112
C -2.511 -1.172 -2.862 0.41 0.13 0.15 -0.119
C 5.077 -0.190 1.721 1.72 -0.25 6.54 -0.234
C 0.808 -0.999 0.164 -0.17 0.27 0.36 -0.121
C 0.202 -0.566 2.791 -0.35 -0.54 -1.04 -0.114
C -4.333 -0.167 -2.006 -0.09 0.00 -0.03 -0.136
C 5.784 -1.551 1.054 -0.77 0.18 -0.76 -0.034
H -3.926 -4.112 -4.934 0.26 0.06 -0.32 0.143
H -1.115 0.319 -1.936 -0.14 -0.02 -0.12 0.091
H -0.365 -1.319 3.505 1.29 1.84 -1.34 0.133
H 2.986 3.898 0.888 2.12 -0.85 1.25 0.105
H 6.386 -2.181 1.871 -1.50 1.96 -1.68 0.109
H 4.789 3.508 0.484 -1.60 -0.02 2.19 0.101
H 0.299 -1.241 -0.885 1.33 0.72 2.19 0.127
H -3.339 2.065 4.125 0.04 0.10 0.16 0.102
H 1.229 1.178 0.694 1.74 -1.58 -0.47 0.162
H 3.500 -0.904 -0.407 0.35 2.41 1.62 0.180
H -3.219 1.364 -1.045 -0.01 -0.31 -0.24 0.150
H -2.877 -5.977 -6.248 0.06 0.18 -0.06 0.104
H -1.217 -4.828 -8.075 -0.12 0.07 0.13 0.090
H -1.218 -1.493 1.118 1.44 1.89 0.45 0.123
H -0.800 0.430 1.003 0.51 -2.46 0.39 0.125
H -5.320 0.152 -1.698 0.16 -0.08 -0.09 0.108
H -0.581 3.154 7.120 -0.18 0.02 -0.08 0.105
H -2.930 4.354 7.793 0.05 -0.11 -0.14 0.089
H -4.571 -1.963 -3.241 0.05 0.14 0.10 0.085
H -1.427 -2.148 -7.693 -0.11 -0.12 0.11 0.092
H -0.986 1.893 4.986 -0.20 0.14 0.07 0.116
H 1.456 -1.929 0.463 -1.32 1.72 -0.35 0.125
H 4.308 4.156 2.285 -0.68 -1.63 -1.73 0.099
H -3.203 -1.817 -5.656 0.09 -0.13 -0.10 0.097
H 6.495 -1.255 0.142 -1.67 -0.61 2.06 0.104
H 4.914 -2.257 0.642 1.97 1.55 0.81 0.081
H -4.708 3.652 5.864 0.17 -0.06 0.00 0.088
H 1.356 -0.843 2.691 -2.43 1.12 0.85 0.129
H -1.863 -1.856 -3.393 -0.09 0.13 0.06 0.089
```
Forces are in eV/Å.

SMILES ... CC(=O)N(C(C)=O)[C@@H]1OC(=O)O[C@H]1CCCF.c1cc[nH]c1.c1cc[nH]c1.c1cc[nH]c1
Orbital gap ... 0.2769 Ha
Net charge ... 0

***

Molecular formula: C42H48ClF6N9O6PtS3
Method: DFT, ωB97M-V with the def2-TZVPD basis set

The geometry in XYZ format:
```
116
Properties=species:S:1:pos:R:3:forces:R:3:lowdin_charge:R:1
Pt 1.294 0.961 1.259 -0.31 0.06 0.20 1.458
Cl -5.803 0.467 3.951 -0.01 -0.01 -0.02 0.688
S -1.146 2.485 3.207 -0.09 0.05 -0.05 1.056
S 5.720 4.016 1.305 0.10 -0.16 0.12 0.632
S 3.268 3.037 1.936 0.09 0.07 -0.29 0.645
F 5.881 4.035 -1.321 0.02 -0.05 0.01 0.141
F 5.750 2.061 -0.441 0.04 0.03 0.02 0.122
F 7.590 3.192 -0.284 0.02 0.00 -0.03 0.182
F 4.274 4.417 3.972 0.00 0.07 0.00 0.188
F 4.255 2.268 4.279 0.02 0.03 0.01 0.170
F 2.424 3.393 4.394 0.03 -0.06 0.08 0.126
O 6.229 5.337 1.314 -0.14 0.03 -0.02 -0.212
O 6.081 3.044 2.298 -0.01 0.16 -0.12 -0.258
O 1.829 3.315 1.781 0.15 -0.01 -0.19 -0.381
O -1.730 -1.291 -2.957 -0.01 -0.03 -0.03 -0.039
O 0.120 1.612 3.052 -0.03 -0.06 -0.01 -0.665
O 3.483 1.594 1.698 0.00 0.07 0.12 -0.376
N -2.349 -1.368 1.179 -0.01 -0.01 -0.03 0.173
N 2.077 -0.799 0.047 0.04 -0.02 0.06 0.057
N 2.795 1.654 -1.455 0.00 -0.01 0.04 -0.037
N 4.096 4.024 1.092 0.07 -0.15 0.34 -0.260
N -2.159 -1.205 -0.150 -0.01 0.06 -0.17 -0.041
N -0.712 0.089 0.797 0.10 -0.01 0.08 -0.040
N 1.619 1.795 -0.788 -0.01 0.05 0.04 -0.041
N 1.638 -0.559 2.841 0.16 -0.17 -0.04 -0.043
N 1.746 -1.895 2.662 0.02 0.05 0.00 -0.052
C 2.057 3.688 -1.916 -0.04 0.01 0.01 0.011
C -0.626 4.026 4.011 -0.07 0.01 0.09 -0.283
C -6.012 -0.898 0.206 0.02 -0.03 0.00 -0.036
C -4.913 1.220 0.140 0.04 0.05 0.00 -0.044
C -3.076 -1.547 -2.497 -0.03 -0.01 -0.07 -0.408
C 5.021 -1.923 -1.794 0.03 0.03 -0.01 0.006
C -2.674 -3.805 -3.636 0.02 0.02 0.01 -0.038
C -4.174 -2.151 -4.725 0.00 0.04 0.03 -0.032
C 0.147 -4.509 0.587 -0.03 -0.02 -0.02 -0.236
C 6.559 -0.781 -3.435 0.00 -0.01 0.02 -0.012
C 1.184 3.024 -1.059 -0.06 -0.04 -0.09 -0.111
C 2.335 -2.461 3.739 -0.02 -0.04 0.01 -0.008
C 4.598 0.368 -2.374 -0.01 0.02 -0.01 0.028
C -5.665 0.323 2.230 0.02 -0.03 0.03 -0.672
C 3.609 3.304 3.784 0.07 -0.15 -0.14 -0.664
C -4.903 -3.388 -2.688 -0.01 -0.03 -0.01 -0.031
C 3.131 -0.736 -0.795 -0.03 -0.01 0.00 -0.185
C -1.461 -0.582 1.723 -0.08 0.05 -0.05 -0.192
C 1.233 -2.560 1.520 0.01 0.07 0.08 -0.130
C -5.231 -0.013 -2.031 -0.04 0.04 -0.13 -0.119
C -1.521 3.326 1.625 0.16 -0.01 0.04 -0.297
C -2.900 -2.072 -1.076 0.02 -0.01 0.11 -0.031
C 2.624 -1.463 4.636 -0.01 0.02 0.02 0.006
C 0.577 -3.766 1.684 0.00 -0.02 0.04 0.046
C 1.462 -2.043 0.243 0.04 0.05 -0.05 -0.256
C 6.275 3.286 -0.289 -0.08 0.07 -0.03 -0.671
C 0.389 -3.998 -0.687 -0.06 0.01 0.00 -0.013
C 3.518 0.435 -1.516 -0.02 0.02 0.00 -0.084
C -5.064 1.344 1.511 0.11 0.04 0.02 -0.116
C -1.261 5.152 3.206 -0.06 -0.03 -0.03 -0.202
C -0.556 -5.820 0.784 0.02 -0.01 0.00 -0.021
C 5.370 -0.779 -2.530 0.02 -0.04 -0.01 -0.211
C 3.935 -1.904 -0.973 0.00 0.03 0.01 0.029
C -3.710 -2.699 -3.369 0.04 -0.06 0.01 -0.502
C 1.025 -2.783 -0.858 -0.03 0.02 -0.04 -0.001
C -3.804 -0.187 -2.577 0.02 -0.06 0.20 -0.098
C -1.172 -0.348 -0.371 -0.05 0.10 -0.07 -0.118
C -1.047 4.773 1.743 0.05 0.01 0.00 -0.215
C 2.174 -0.290 4.025 -0.10 0.02 0.03 -0.095
C -5.378 0.095 -0.534 0.08 -0.18 0.02 -0.235
C 3.067 2.792 -2.142 0.02 0.00 -0.02 -0.014
C -6.153 -0.798 1.584 0.01 -0.03 0.00 -0.083
H -3.149 0.544 -2.093 -0.04 0.02 0.04 0.109
H 5.623 -2.819 -1.875 -0.01 0.00 0.00 0.134
H 6.478 -0.023 -4.212 0.00 0.00 0.00 0.091
H -4.463 2.028 -0.428 0.01 0.02 0.02 0.117
H -3.860 -2.251 -0.603 0.01 0.07 0.04 0.119
H -6.418 -1.767 -0.301 0.00 0.01 0.02 0.116
H 7.463 -0.570 -2.857 -0.01 0.00 0.01 0.108
H 2.187 0.720 4.396 0.02 0.00 -0.03 0.107
H -5.705 -2.706 -2.417 0.00 0.00 0.00 0.065
H 1.179 -2.379 -1.851 -0.02 -0.01 0.01 0.136
H 0.271 3.386 -0.618 0.03 -0.01 0.01 0.104
H 0.156 -6.595 1.075 0.00 0.01 0.00 0.099
H -5.054 -1.515 -4.631 0.01 0.02 0.00 0.092
H -1.755 -1.172 -3.913 -0.02 0.03 0.01 0.102
H -5.880 -0.803 -2.401 -0.05 0.05 -0.04 0.097
H -1.303 -5.751 1.576 0.00 0.01 -0.01 0.093
H -3.127 -4.561 -4.278 -0.01 0.00 0.02 0.097
H -5.610 0.913 -2.470 -0.02 -0.02 -0.01 0.131
H -1.045 2.728 0.852 -0.07 -0.03 -0.03 0.043
H -1.046 -6.149 -0.130 0.00 0.01 0.01 0.084
H 1.971 4.687 -2.304 0.02 -0.02 0.00 0.126
H 4.877 1.232 -2.957 0.01 -0.03 0.00 0.118
H 3.097 -1.560 5.597 0.00 -0.01 -0.02 0.120
H -2.370 -4.312 -2.718 0.03 0.02 -0.01 0.072
H -1.335 -0.475 2.788 0.01 0.01 -0.01 0.116
H -4.604 -3.941 -1.796 -0.01 0.00 -0.01 0.091
H 6.694 -1.756 -3.902 0.00 0.01 -0.01 0.095
H -0.821 -0.075 -1.351 0.00 -0.02 0.01 0.135
H 3.684 -2.777 -0.387 0.01 0.01 -0.01 0.130
H -3.823 0.095 -3.628 0.08 0.01 -0.07 0.115
H -2.601 3.252 1.500 -0.03 -0.04 0.03 0.081
H 0.393 -4.132 2.688 -0.01 0.00 -0.02 0.138
H -1.778 -3.440 -4.136 -0.02 0.00 -0.01 0.087
H 0.460 4.037 3.954 -0.09 -0.01 -0.06 0.074
H 2.507 -3.524 3.778 0.00 0.01 0.00 0.143
H 0.065 -4.552 -1.559 -0.01 0.00 0.01 0.123
H 0.015 4.838 1.500 -0.05 0.02 -0.01 0.097
H -6.644 -1.578 2.150 0.00 0.01 -0.01 0.115
H -4.438 -2.982 -5.379 -0.01 0.01 0.01 0.098
H -0.811 6.110 3.461 0.03 -0.02 0.01 0.131
H 3.950 2.907 -2.742 -0.02 -0.02 0.00 0.129
H -4.742 2.234 2.037 0.01 0.02 -0.03 0.093
H -0.946 3.977 5.050 0.03 0.01 0.01 0.105
H -5.326 -4.115 -3.383 0.01 0.00 0.01 0.102
H -2.347 -3.009 -1.109 -0.02 -0.06 0.00 0.121
H -1.599 5.422 1.065 -0.03 -0.02 -0.01 0.128
H -2.329 5.223 3.429 0.01 0.03 -0.01 0.125
H -3.398 -1.578 -5.243 0.00 -0.02 0.01 0.092
```
Forces are in eV/Å.

<S²> ... 6.05
Spin multiplicity ... 5
Orbital gap (spin up / spin down) ... 0.2980 / 0.1718 Ha
Net charge ... +2

***

Molecular formula: C18H17FN2O2
Method: DFT, ωB97M-V with the def2-TZVPD basis set

The geometry in XYZ format:
```
40
Properties=species:S:1:pos:R:3:forces:R:3:lowdin_charge:R:1
F 4.210 -2.671 -1.029 -0.01 0.09 0.05 0.061
O -1.069 3.085 1.348 0.03 0.09 0.34 0.067
O 0.231 2.267 -1.853 -0.30 0.72 -0.26 -0.093
N 1.156 1.283 -1.662 0.59 -0.82 0.15 0.134
N -2.021 2.187 -0.504 -0.26 -0.08 -0.37 0.088
C -1.772 -0.524 0.592 -0.03 -0.02 0.02 -0.025
C -3.937 -0.797 -0.382 0.07 0.17 0.10 -0.039
C 3.713 0.904 0.909 -0.23 0.09 -0.20 -0.030
C -3.740 -2.167 -0.427 0.08 -0.12 0.02 -0.045
C -1.038 2.798 0.170 0.29 0.07 -0.47 -0.464
C 4.046 -1.491 -0.396 -0.04 0.14 0.04 -0.265
C -2.334 -4.212 -0.015 0.01 0.00 0.05 -0.053
C 4.869 -1.191 0.678 -0.06 -0.05 -0.10 -0.008
C -3.133 1.536 0.158 -0.07 0.07 0.19 -0.117
C -2.957 0.039 0.130 -0.13 0.00 -0.06 -0.212
C -1.574 -1.889 0.537 -0.04 0.06 0.00 -0.037
C -2.556 -2.731 0.026 -0.10 0.01 -0.06 -0.283
C 4.691 0.019 1.325 0.05 -0.11 -0.02 -0.069
C 3.064 -0.629 -0.835 0.14 -0.06 0.09 0.054
C 1.854 1.499 -0.615 -0.74 0.80 -0.07 -0.230
C 2.892 0.589 -0.174 0.54 -0.56 0.15 -0.163
C 1.474 2.786 0.082 -0.09 0.00 -0.25 -0.040
C 0.199 3.123 -0.697 0.08 -0.03 0.53 -0.183
H 0.140 4.158 -1.043 0.00 -0.12 0.06 0.161
H -2.374 -4.625 0.993 0.00 -0.10 0.03 0.083
H -4.516 -2.803 -0.827 -0.06 -0.08 -0.05 0.108
H -0.645 -2.310 0.895 0.11 -0.05 0.04 0.114
H -1.354 -4.441 -0.429 0.04 -0.08 -0.03 0.080
H 1.253 2.658 1.142 0.06 0.04 -0.06 0.122
H -3.094 -4.704 -0.617 -0.02 -0.08 -0.03 0.073
H 2.260 3.535 -0.032 -0.01 -0.02 0.02 0.131
H 5.322 0.273 2.164 0.05 0.01 0.07 0.108
H -3.140 1.906 1.188 -0.09 -0.01 -0.17 0.130
H -1.002 0.116 0.998 0.10 0.07 0.04 0.113
H -4.863 -0.377 -0.748 -0.09 0.06 -0.05 0.108
H -4.067 1.824 -0.333 0.04 -0.04 0.13 0.123
H 3.588 1.842 1.426 -0.04 0.10 0.06 0.109
H 5.623 -1.895 0.989 0.07 -0.09 0.01 0.117
H 2.434 -0.882 -1.671 -0.05 -0.10 -0.10 0.124
H -1.827 1.913 -1.459 0.11 0.01 0.17 0.148
```
Forces are in eV/Å.

SMILES ... Cc1ccc(CNC(=O)[C@H]2CC(c3cccc(F)c3)=NO2)cc1
Orbital gap ... 0.3371 Ha
Net charge ... 0

***

Molecular formula: C22H42N2O6
Method: DFT, ωB97M-V with the def2-TZVPD basis set

The geometry in XYZ format:
```
72
Properties=species:S:1:pos:R:3:forces:R:3:lowdin_charge:R:1
O -3.184 3.850 -2.704 0.21 0.11 -0.10 -0.038
O -1.684 -0.774 3.200 -0.42 -0.23 0.63 0.003
O -1.254 0.461 1.381 -0.18 0.38 -0.36 -0.039
O 0.872 0.018 5.516 0.36 -0.20 -0.84 0.035
O 0.053 -2.365 1.516 0.07 0.10 -0.05 -0.078
O 6.086 -1.117 1.592 -0.04 0.01 0.00 -0.163
N 1.830 -4.596 -0.829 -0.10 -0.07 0.20 -0.022
N -3.614 2.659 -2.543 -0.37 0.05 0.14 -0.115
C -1.000 -0.389 2.253 0.42 -0.14 -0.33 -0.659
C 0.407 -1.099 2.115 0.21 0.04 0.12 -0.371
C 5.013 0.685 0.458 0.04 0.07 0.11 -0.180
C 6.109 -0.362 0.395 -0.05 -0.12 -0.06 -0.243
C -4.511 3.026 -4.786 -0.08 0.01 -0.06 -0.051
C -6.042 2.774 -2.817 -0.10 0.01 0.03 -0.139
C 6.857 -2.297 1.523 0.01 0.04 0.05 -0.285
C 3.608 0.151 0.158 -0.03 -0.09 0.00 -0.195
C -3.662 2.193 -1.111 0.15 -0.18 -0.01 -0.472
C 1.523 -3.278 -0.253 0.06 0.03 -0.05 -0.252
C -4.783 0.797 -3.767 0.04 0.01 0.01 -0.036
C 2.860 -0.419 1.373 -0.03 0.08 0.05 -0.202
C 1.340 -0.257 1.227 0.02 -0.14 -0.19 -0.126
C -4.999 2.663 -0.526 -0.09 0.02 0.09 -0.131
C -2.510 2.837 -0.356 0.03 0.12 0.13 -0.045
C -6.209 2.288 -1.379 0.04 -0.02 -0.02 -0.179
C 1.045 -3.311 1.208 0.00 -0.03 0.12 -0.217
C 1.137 -0.090 4.335 -0.37 0.31 0.61 -0.240
C -4.738 2.297 -3.467 0.12 -0.09 -0.06 -0.495
C -3.498 0.670 -0.983 0.01 0.01 -0.07 -0.021
C 0.978 -1.344 3.522 0.02 -0.15 0.13 -0.091
C 6.860 -2.949 2.904 0.10 -0.14 -0.04 -0.067
H -5.100 0.194 -2.924 0.00 0.00 0.03 0.057
H -5.292 2.726 -5.489 0.01 0.00 0.01 0.082
H -4.443 0.130 -1.025 -0.01 0.01 -0.02 0.065
H 1.052 -0.443 0.187 -0.07 0.01 0.09 0.122
H 7.101 0.098 0.265 -0.05 -0.02 0.06 0.119
H -4.543 4.104 -4.661 0.02 0.01 0.02 0.074
H 0.974 -5.142 -0.867 0.03 0.02 -0.03 0.057
H 7.830 -2.853 3.397 -0.09 0.06 0.00 0.066
H 3.201 0.131 2.259 -0.03 -0.18 0.01 0.104
H -3.804 0.443 -4.089 0.00 0.00 -0.01 0.091
H -7.106 2.740 -0.950 -0.02 -0.03 0.01 0.107
H -6.878 2.440 -3.440 -0.03 0.02 0.02 0.119
H -4.964 3.751 -0.412 0.04 0.00 -0.04 0.122
H 6.428 -2.970 0.767 0.03 0.05 0.03 0.116
H -5.493 0.629 -4.580 0.00 0.02 -0.01 0.083
H 3.696 -0.627 -0.611 -0.14 0.10 -0.05 0.103
H -3.541 2.762 -5.209 0.00 -0.01 0.00 0.089
H 0.327 -2.021 4.076 0.01 0.07 -0.12 0.132
H 1.531 0.799 3.788 -0.06 -0.13 0.06 0.127
H 5.942 -1.031 -0.467 0.03 0.07 0.05 0.121
H -6.049 3.869 -2.827 0.06 0.00 -0.01 0.121
H -3.020 0.449 -0.028 0.01 0.01 0.02 0.065
H 6.109 -2.466 3.530 0.00 -0.04 -0.06 0.078
H 1.078 0.790 1.403 0.04 -0.05 -0.08 0.119
H 3.143 -1.464 1.527 0.08 0.05 0.02 0.092
H 2.428 -2.675 -0.349 -0.07 0.14 -0.02 0.089
H -2.842 0.285 -1.765 0.02 0.00 0.01 0.090
H -5.087 2.236 0.476 -0.03 0.02 0.01 0.130
H -2.568 3.924 -0.355 -0.04 -0.02 -0.09 0.074
H -2.531 2.467 0.668 0.06 -0.04 0.00 0.078
H -6.372 1.208 -1.358 0.03 -0.01 -0.01 0.100
H 2.996 0.945 -0.282 0.08 0.01 0.08 0.112
H 7.879 -2.048 1.200 -0.05 -0.07 -0.01 0.114
H 0.593 -4.297 1.383 -0.02 0.08 -0.02 0.119
H 0.743 -2.806 -0.855 0.05 -0.03 0.03 0.120
H 1.982 -1.786 3.451 -0.01 -0.01 0.05 0.110
H 2.437 -5.103 -0.191 0.06 0.03 -0.09 0.055
H 5.270 1.499 -0.228 -0.03 -0.10 -0.03 0.108
H 5.028 1.105 1.470 0.05 0.10 -0.12 0.115
H -1.551 2.534 -0.775 -0.01 -0.02 -0.03 0.095
H 1.903 -3.235 1.888 0.00 -0.04 0.00 0.105
H 6.624 -4.013 2.844 0.01 0.08 0.01 0.067
```
Forces are in eV/Å.

<S²> ... 0.75
Spin multiplicity ... 2
Orbital gap ... 0.2727 Ha
Net charge ... -1

***

Question: Among the records above, which one has the lowest net charge?
Answer: C22H42N2O6

***

Question: Look up the net charge of the second one.
Answer: +2